Below is a structure of composition C55H46GeOsP2Si, with properties calculated with ωB97M-V/def2-TZVPD.

Results
Orbital gap (alpha / beta) in eV: 6.77 / 5.18
<S²>: 0.7681
LUMO level (alpha / beta) in eV: -9.1 / -10.7
Molar mass in g mol⁻¹: 1059.85
HOMO (alpha / beta) in eV: -15.9 / -15.9

ORCA input file:
```
! RIJCOSX wB97M-V def2-TZVPD def2/J DEFGRID3
* xyz 3 2
Os 0.03 -0.28 0.98
Ge -2.25 -0.04 -0.14
P -0.15 0.42 3.17
P 2.16 0.00 0.26
Si 0.12 2.09 0.68
C 4.17 -1.71 -2.79
C -3.03 2.71 0.20
C 3.16 -3.41 3.12
C 3.30 1.01 6.12
C 3.73 -1.40 -1.51
C -2.86 -1.76 0.53
C -2.77 -2.98 4.73
C 3.49 -1.21 -3.90
C -2.49 -0.13 -4.84
C -1.81 4.02 2.00
C 2.38 3.86 1.23
C -3.22 0.83 -4.15
C 3.11 1.90 5.07
C -2.52 -4.08 1.13
C -1.69 -1.02 -4.15
C 2.53 -1.27 1.46
C -4.06 1.31 1.86
C -3.14 0.90 -2.77
C -2.01 -2.83 0.83
C 4.23 1.87 0.57
C -2.33 0.00 -2.06
C -3.12 3.88 1.06
C -3.98 3.76 2.33
C -0.99 2.75 2.07
C -1.02 2.01 3.20
C 1.23 0.60 4.31
C 1.92 2.57 0.95
C -4.24 -1.98 0.55
C 2.28 -3.60 2.07
C -3.28 1.44 0.67
C 1.93 -0.08 -2.47
C 2.86 1.60 0.65
C -4.43 2.39 2.61
C -1.61 -0.96 -2.77
C 3.73 -2.16 3.35
C -3.89 -4.29 1.14
C -1.65 2.46 4.45
C 4.66 3.15 0.88
C -1.45 -3.21 4.38
C 2.37 -0.41 -3.74
C 2.44 -0.06 6.28
C 1.96 -2.54 1.23
C -4.75 -3.24 0.85
C 3.74 4.14 1.21
C 3.41 -1.09 2.53
C -2.55 -0.66 4.12
C -3.32 -1.71 4.59
C 1.41 -0.28 5.38
C -2.44 3.53 4.46
C -1.22 -0.89 3.78
C -0.22 2.76 -1.05
C 2.08 1.70 4.17
C -2.76 4.26 3.20
C 2.62 -0.57 -1.36
C -0.68 -2.17 3.89
H -3.75 1.63 -2.25
H -2.88 3.88 5.39
H -1.13 -1.78 -4.69
H 0.74 -1.11 5.54
H -1.20 4.87 1.68
H -3.27 4.81 0.51
H 1.84 -0.04 -4.61
H -0.72 3.74 -1.05
H -2.88 5.32 3.40
H -0.79 2.09 -1.69
H 3.76 2.77 4.97
H -2.57 -0.19 -5.92
H -4.29 -5.27 1.35
H 4.94 1.11 0.28
H 3.86 -0.12 2.71
H -3.38 -3.79 5.11
H 1.06 0.56 -2.35
H -4.83 4.45 2.37
H -1.02 -4.20 4.48
H -4.35 -1.54 4.88
H 4.25 -1.80 -0.65
H 3.83 -1.46 -4.89
H -0.93 -2.71 0.78
H 4.10 1.18 6.83
H -4.38 0.32 2.16
H 0.75 2.93 -1.52
H -2.98 0.32 4.06
H 3.44 -4.24 3.75
H -1.85 -4.91 1.33
H 0.36 -2.36 3.62
H -5.06 2.23 3.47
H 4.44 -2.03 4.15
H -0.99 -1.68 -2.25
H 1.93 2.42 3.38
H -3.86 1.51 -4.69
H -2.65 2.84 -0.80
H -4.93 -1.19 0.27
H 4.09 5.14 1.43
H 1.35 -2.72 0.35
H 5.72 3.38 0.85
H 1.86 -4.59 1.88
H 1.68 4.67 1.45
H 2.57 -0.74 7.12
H -5.82 -3.40 0.84
H -1.41 1.93 5.37
H 5.03 -2.34 -2.93
*
```